# 1
Computed, not measured: a structure of composition C24H20F6N7O20S6Y in a non-equilibrium geometry, with ωB97M-V/def2-TZVPD.

Calculated values
**2S+1**: 2
**Maximum force**: 10.02 eV Å⁻¹
**E_LUMO (alpha / beta)**: -0.224 / -0.360 hartree
**Kohn-Sham gap (alpha / beta)**: 5.283 / 1.583 eV
**Charge**: +1
**<S²>**: 0.769

Positions of all 84 atoms, in Å:
Y (-1.027, 0.251, 0.425)
N (-0.720, 2.157, 1.449)
S (-1.200, 3.643, 1.255)
O (-0.200, 4.658, 1.003)
O (-2.418, 4.096, 1.941)
F (-1.724, 3.368, -0.253)
S (-0.098, 2.514, 3.034)
O (-1.104, 2.659, 4.119)
O (1.157, 3.203, 3.086)
F (0.353, 0.930, 3.206)
N (-1.482, 0.615, -1.739)
S (-2.660, -0.103, -2.856)
O (-2.110, -0.957, -3.934)
O (-3.953, 0.552, -3.020)
F (-3.052, -1.178, -1.659)
S (-1.104, 1.711, -2.905)
O (-2.009, 2.859, -2.923)
O (-0.463, 1.259, -4.126)
F (0.112, 2.390, -2.098)
N (-2.122, -1.181, 1.683)
S (-2.808, -0.813, 3.310)
O (-1.798, -0.669, 4.358)
O (-4.212, -1.054, 3.662)
F (-2.867, 0.704, 2.807)
S (-2.645, -2.601, 1.832)
O (-4.007, -2.850, 1.550)
O (-1.958, -3.455, 2.794)
F (-1.920, -3.074, 0.430)
C (5.215, 3.485, 0.577)
C (5.531, 2.570, -0.382)
C (4.585, 1.645, -0.747)
C (3.267, 1.913, -0.479)
C (2.879, 2.967, 0.377)
C (3.900, 3.670, 0.987)
N (2.300, 1.029, -1.045)
O (1.188, 0.901, -0.434)
O (2.500, 0.388, -2.030)
H (5.953, 3.980, 1.191)
H (6.573, 2.470, -0.649)
H (4.822, 0.790, -1.362)
H (1.859, 3.199, 0.646)
H (3.594, 4.370, 1.751)
C (5.676, -1.271, 3.127)
C (5.186, -2.577, 3.273)
C (3.805, -2.796, 2.939)
C (2.964, -1.765, 2.473)
C (3.467, -0.512, 2.240)
C (4.792, -0.286, 2.576)
N (1.489, -1.958, 2.129)
O (0.868, -1.029, 1.571)
O (1.009, -3.030, 2.377)
H (6.729, -1.115, 3.308)
H (5.714, -3.485, 3.522)
H (3.340, -3.769, 2.891)
H (2.982, 0.303, 1.723)
H (5.197, 0.661, 2.250)
C (2.971, -2.715, -5.138)
C (3.309, -3.655, -4.149)
C (2.577, -3.678, -2.965)
C (1.587, -2.697, -2.728)
C (1.275, -1.837, -3.707)
C (1.965, -1.793, -4.914)
N (0.915, -2.663, -1.397)
O (1.084, -3.533, -0.614)
O (0.129, -1.700, -1.137)
H (3.355, -2.731, -6.147)
H (4.029, -4.396, -4.466)
H (2.809, -4.344, -2.147)
H (0.522, -1.065, -3.651)
H (1.545, -1.234, -5.737)
C (-7.710, -0.550, -0.620)
C (-7.885, 0.799, -0.585)
C (-6.830, 1.617, -0.277)
C (-5.549, 1.067, -0.041)
C (-5.424, -0.311, 0.043)
C (-6.482, -1.160, -0.301)
N (-4.423, 1.993, 0.223)
O (-4.575, 3.189, 0.358)
O (-3.351, 1.368, 0.296)
H (-8.418, -1.359, -0.723)
H (-8.829, 1.285, -0.780)
H (-7.033, 2.675, -0.211)
H (-4.520, -0.720, 0.467)
H (-6.389, -2.230, -0.187)

Computed Löwdin charges, given in elementary charges: 1.585, -0.406, 0.502, -0.236, -0.224, -0.203, 0.659, -0.216, -0.240, -0.243, -0.385, 0.672, -0.251, -0.222, -0.230, 0.523, -0.240, -0.244, -0.201, -0.383, 0.671, -0.241, -0.194, -0.217, 0.416, -0.216, -0.240, -0.217, -0.055, -0.058, -0.012, -0.161, 0.037, -0.030, -0.262, -0.122, 0.173, 0.121, 0.122, 0.129, 0.090, 0.126, 0.051, 0.059, 0.151, -0.024, 0.082, 0.096, -0.240, -0.055, 0.185, 0.134, 0.137, 0.150, 0.127, 0.134, -0.050, -0.047, 0.007, -0.136, -0.027, -0.032, -0.271, 0.123, -0.057, 0.113, 0.109, 0.110, 0.094, 0.125, -0.056, -0.073, 0.014, -0.110, -0.018, -0.021, -0.247, 0.157, -0.110, 0.112, 0.116, 0.123, 0.071, 0.114

# 2
Computed, not measured: a structure of composition C24H20In2N4O16S2 in a non-equilibrium geometry, with ωB97M-V/def2-TZVPD.

Calculated values
**Maximum force**: 2.83 eV Å⁻¹
**E_LUMO**: -0.442 hartree
**Kohn-Sham gap**: 2.259 eV
**Charge**: +2

Positions of all 68 atoms, in Å:
In (0.831, 1.563, 3.819)
In (-2.582, 3.902, 1.436)
S (-0.828, 1.013, 0.874)
O (-0.108, 0.375, -0.208)
O (-2.253, 1.237, 0.494)
O (-0.733, 0.223, 2.119)
O (-0.336, 2.380, 1.242)
S (-2.931, 2.311, 5.088)
O (-2.552, 1.551, 6.253)
O (-2.154, 1.985, 3.897)
O (-4.369, 2.290, 4.762)
O (-2.884, 3.750, 5.436)
C (0.551, 1.490, -4.474)
C (1.054, 2.798, -4.504)
C (0.612, 3.719, -3.560)
C (-0.363, 3.324, -2.671)
C (-0.817, 2.018, -2.584)
C (-0.387, 1.097, -3.545)
N (-1.053, 4.354, -1.905)
O (-0.505, 5.415, -1.715)
O (-2.148, 4.048, -1.458)
H (0.971, 0.844, -5.238)
H (1.774, 3.095, -5.252)
H (0.925, 4.755, -3.540)
H (-1.543, 1.707, -1.850)
H (-0.726, 0.075, -3.458)
C (0.734, -5.171, 0.940)
C (0.349, -3.911, 0.500)
C (1.089, -2.789, 0.862)
C (2.209, -2.979, 1.644)
C (2.585, -4.209, 2.120)
C (1.829, -5.329, 1.777)
N (2.928, -1.817, 2.163)
O (2.242, -0.855, 2.496)
O (4.126, -1.871, 2.258)
H (0.211, -6.053, 0.589)
H (-0.531, -3.701, -0.094)
H (0.757, -1.816, 0.527)
H (3.469, -4.345, 2.728)
H (2.105, -6.329, 2.077)
C (2.528, 2.667, -0.129)
C (3.725, 3.078, 0.476)
C (4.940, 2.655, -0.035)
C (4.938, 1.831, -1.153)
C (3.757, 1.425, -1.771)
C (2.543, 1.806, -1.227)
N (6.213, 1.356, -1.678)
O (6.245, 0.210, -2.054)
O (7.128, 2.152, -1.692)
H (1.570, 2.927, 0.299)
H (3.819, 3.853, 1.227)
H (5.904, 3.023, 0.290)
H (3.790, 0.708, -2.583)
H (1.636, 1.583, -1.769)
C (-3.130, -1.419, -0.391)
C (-4.264, -1.725, -1.175)
C (-5.062, -2.807, -0.852)
C (-4.798, -3.472, 0.325)
C (-3.744, -3.097, 1.171)
C (-2.882, -2.116, 0.792)
N (-5.740, -4.498, 0.810)
O (-6.661, -4.777, 0.073)
O (-5.530, -4.958, 1.906)
H (-2.358, -0.818, -0.858)
H (-4.576, -1.186, -2.061)
H (-5.872, -3.062, -1.518)
H (-3.623, -3.626, 2.106)
H (-2.043, -1.854, 1.424)

Computed Löwdin charges, given in elementary charges: 1.126, 1.143, 0.169, -0.220, -0.339, -0.421, -0.557, 0.279, -0.089, -0.381, 0.029, 0.037, -0.036, 0.000, 0.038, -0.147, 0.006, -0.022, -0.329, 0.129, -0.036, 0.125, 0.128, 0.137, 0.096, 0.123, -0.046, -0.048, 0.014, -0.147, 0.025, -0.020, -0.338, -0.036, 0.142, 0.119, 0.102, 0.097, 0.135, 0.123, -0.014, -0.021, 0.048, -0.113, 0.033, -0.018, -0.359, 0.128, 0.130, 0.084, 0.122, 0.140, 0.133, 0.080, 0.012, 0.011, 0.036, -0.067, 0.037, -0.028, -0.339, 0.129, 0.123, 0.095, 0.128, 0.139, 0.136, 0.108

# 3
Computed, not measured: a structure of composition C24H20MnN5OS in a non-equilibrium geometry, with ωB97M-V/def2-TZVPD.

Calculated values
**2S+1**: 6
**Maximum force**: 3.31 eV Å⁻¹
**E_LUMO (alpha / beta)**: -0.134 / -0.146 hartree
**Kohn-Sham gap (alpha / beta)**: 7.143 / 6.846 eV
**Charge**: +1
**<S²>**: 8.762

Positions of all 52 atoms, in Å:
Mn (-0.427, -2.056, -1.300)
C (-1.536, -2.564, 2.781)
C (-1.461, -2.623, 1.307)
N (-0.303, -2.577, 0.637)
N (0.896, -2.562, 1.221)
C (1.846, -2.677, 0.257)
O (1.520, -2.814, -0.974)
C (3.269, -2.527, 0.610)
C (3.634, -2.440, 1.975)
C (4.979, -2.273, 2.254)
C (5.894, -2.115, 1.211)
C (5.534, -2.189, -0.147)
C (4.204, -2.402, -0.449)
C (-2.670, -2.571, 0.497)
C (-3.981, -2.376, 0.963)
C (-5.066, -2.311, 0.064)
C (-4.809, -2.387, -1.297)
C (-3.475, -2.530, -1.711)
N (-2.426, -2.578, -0.864)
H (-0.520, -2.690, 3.185)
H (-2.230, -3.365, 3.112)
H (-2.022, -1.594, 3.060)
H (2.857, -2.476, 2.695)
H (5.336, -2.228, 3.291)
H (6.914, -1.905, 1.506)
H (6.281, -2.056, -0.925)
H (3.863, -2.485, -1.471)
H (-4.176, -2.323, 2.024)
H (-6.074, -2.142, 0.465)
H (-5.574, -2.356, -2.037)
H (-3.255, -2.566, -2.765)
S (1.611, 4.119, -0.723)
C (0.839, 2.559, -0.900)
C (0.592, 2.057, -2.179)
C (0.128, 0.749, -2.304)
N (-0.199, 0.008, -1.217)
C (0.003, 0.496, 0.018)
C (0.509, 1.765, 0.204)
C (0.138, 5.110, -0.780)
C (-0.490, 5.485, -1.986)
C (-1.720, 6.165, -1.928)
N (-2.321, 6.447, -0.791)
C (-1.748, 6.131, 0.375)
C (-0.530, 5.442, 0.428)
H (0.700, 2.686, -3.050)
H (-0.104, 0.296, -3.278)
H (-0.342, -0.074, 0.854)
H (0.660, 2.095, 1.204)
H (-0.067, 5.213, -2.955)
H (-2.257, 6.425, -2.838)
H (-2.297, 6.376, 1.272)
H (-0.129, 5.208, 1.399)

Computed Löwdin charges, given in elementary charges: 1.019, -0.022, -0.265, -0.113, 0.071, -0.410, -0.121, -0.141, -0.015, -0.072, -0.067, -0.063, -0.017, -0.193, 0.017, -0.019, -0.034, -0.090, -0.006, 0.081, 0.101, 0.107, 0.094, 0.114, 0.104, 0.109, 0.111, 0.114, 0.128, 0.106, 0.112, 1.012, -0.503, -0.043, -0.079, -0.050, -0.094, -0.026, -0.503, -0.064, -0.138, 0.058, -0.120, -0.069, 0.112, 0.125, 0.105, 0.112, 0.104, 0.112, 0.108, 0.099

# 4
Computed, not measured: a cluster of 2 separate species, C24H20N2O4S in total in a non-equilibrium geometry, with ωB97M-V/def2-TZVPD.

Calculated values
**Maximum force**: 2.40 eV Å⁻¹
**E_LUMO**: -0.069 hartree
**Kohn-Sham gap**: 5.897 eV
**Energy above the lowest of the compared OMol25 structures with the same formula, charge and spin**: 339.7 kJ/mol

Positions of all 51 atoms, in Å:
C (-3.223, 1.568, -5.255)
O (-3.947, 1.632, -4.007)
C (-3.303, 1.405, -2.832)
C (-1.911, 1.137, -2.733)
C (-1.372, 0.930, -1.479)
C (-2.150, 1.008, -0.301)
C (-1.473, 0.920, 0.957)
C (-0.270, 1.572, 1.187)
C (0.485, 1.495, 2.435)
C (0.280, 0.812, 3.622)
C (1.179, 1.045, 4.681)
C (2.255, 1.945, 4.545)
C (2.475, 2.634, 3.345)
C (1.577, 2.375, 2.320)
N (1.521, 2.979, 1.058)
C (2.442, 4.004, 0.598)
C (0.452, 2.496, 0.373)
C (-3.552, 1.208, -0.428)
C (-4.115, 1.428, -1.662)
H (-3.976, 1.755, -6.023)
H (-2.445, 2.343, -5.303)
H (-2.777, 0.575, -5.406)
H (-1.275, 1.084, -3.623)
H (-0.321, 0.669, -1.376)
H (-1.906, 0.366, 1.793)
H (-0.558, 0.126, 3.695)
H (1.030, 0.516, 5.625)
H (2.928, 2.114, 5.386)
H (3.292, 3.340, 3.207)
H (3.186, 4.190, 1.375)
H (2.957, 3.683, -0.315)
H (1.913, 4.943, 0.392)
H (0.214, 2.849, -0.629)
H (-4.164, 1.219, 0.473)
H (-5.182, 1.623, -1.781)
C (1.311, -6.215, -0.354)
C (0.249, -5.411, 0.079)
C (0.399, -4.015, 0.075)
C (1.590, -3.473, -0.363)
C (2.662, -4.245, -0.812)
C (2.520, -5.648, -0.800)
S (1.547, -1.687, -0.275)
O (2.541, -1.237, 0.680)
O (1.632, -1.144, -1.614)
N (0.047, -1.689, 0.314)
C (-0.545, -2.923, 0.480)
O (-1.701, -3.075, 0.909)
H (1.228, -7.300, -0.353)
H (-0.671, -5.876, 0.417)
H (3.576, -3.767, -1.161)
H (3.347, -6.283, -1.137)

Computed Löwdin charges, given in elementary charges: -0.055, -0.083, -0.240, 0.015, -0.024, -0.204, 0.107, -0.124, -0.112, 0.008, -0.056, -0.067, 0.000, -0.158, -0.045, 0.012, 0.087, -0.004, 0.008, 0.093, 0.095, 0.099, 0.117, 0.099, 0.144, 0.119, 0.108, 0.106, 0.104, 0.081, 0.108, 0.105, 0.151, 0.123, 0.124, -0.083, -0.007, -0.135, -0.227, -0.041, -0.076, 0.590, -0.339, -0.345, -0.089, -0.513, -0.005, 0.097, 0.114, 0.115, 0.101